# 1
8 unconnected molecules or ions with the total composition C6H24O8 in a non-equilibrium geometry, computed with wB97M-V/def2-TZVPD.

The geometry in ORCA input format:
```
! RIJCOSX wB97M-V def2-TZVPD def2/J DEFGRID3
* xyz 0 1
C 0.80 5.89 2.36
C -0.11 5.09 1.50
O -0.22 5.23 0.29
C -0.88 3.91 2.19
H 1.29 5.22 3.06
H 0.29 6.53 3.04
H 1.54 6.55 1.77
H -1.29 3.18 1.45
H -1.78 4.31 2.67
H -0.20 3.38 2.84
C 0.10 -5.91 0.95
C 0.68 -5.03 -0.15
O -0.04 -4.81 -1.14
C 1.93 -4.25 0.03
H 0.01 -5.32 1.82
H 0.72 -6.73 1.40
H -0.81 -6.38 0.56
H 1.73 -3.30 0.52
H 2.44 -4.02 -0.90
H 2.58 -4.67 0.78
O 0.15 -1.56 1.40
H 0.74 -0.85 1.06
H -0.32 -1.79 0.61
O -2.38 1.53 -0.68
H -1.76 2.20 -1.01
H -1.83 0.90 -0.16
O -2.48 -0.16 -3.21
H -2.00 0.41 -3.84
H -2.67 0.46 -2.46
O 1.52 -0.21 -1.07
H 2.34 -0.50 -1.51
H 0.76 -0.73 -1.41
O 0.00 2.83 -2.06
H 0.13 3.29 -1.23
H 0.64 2.15 -2.20
O -0.20 -2.05 -2.40
H -1.09 -1.77 -2.73
H -0.34 -2.99 -2.09
*
```

Properties
- E (eV) = -22991.498
- structure (SMILES) = CC(C)=O.CC(C)=O.O.O.O.O.O.O
- maximum force (eV/Å) = 2.33
- energy relative to the best compared isomer or geometry (same formula, charge and spin) (kcal per mole) = 21.7
- HOMO level (eV) = -10.008

=====

# 2
7 unconnected molecules or ions with the total composition C6H25BrNO6 in a non-equilibrium geometry, computed with wB97M-V/def2-TZVPD.

The geometry in ORCA input format:
```
! RIJCOSX wB97M-V def2-TZVPD def2/J DEFGRID3
* xyz 0 2
Br 21.70 10.96 -1.16
C 19.93 7.66 -3.23
C 20.55 8.66 -4.19
O 21.90 8.75 -3.90
H 20.26 6.65 -3.48
H 18.88 7.75 -3.51
H 20.05 7.76 -2.15
H 20.16 9.64 -3.94
H 20.39 8.38 -5.23
H 21.94 9.34 -3.14
C 20.91 7.56 1.85
C 19.62 8.12 1.21
C 18.33 7.41 1.66
O 17.20 7.91 1.00
C 16.08 7.03 1.14
N 19.54 9.57 1.50
H 21.83 8.09 1.63
H 21.01 6.55 1.45
H 20.88 7.41 2.93
H 19.67 8.05 0.12
H 18.17 7.58 2.72
H 18.58 6.37 1.44
H 15.23 7.46 0.62
H 15.80 6.87 2.18
H 16.29 6.02 0.78
H 18.73 9.97 1.06
H 20.26 9.96 0.90
O 18.87 12.59 -0.33
H 19.64 12.08 -0.57
H 18.17 11.95 -0.23
O 24.71 12.14 -0.31
H 24.67 11.24 0.02
H 23.81 12.33 -0.59
O 23.91 11.46 -3.86
H 23.28 11.29 -3.16
H 23.37 11.64 -4.63
O 24.04 9.55 0.66
H 23.29 9.78 0.11
H 24.20 8.62 0.46
*
```

Properties
- E (eV) = -90441.960
- maximum force (eV/Å) = 1.95
- <S²> = 0.755
- HOMO level (spin up / spin down) (eV) = -10.358 / -10.053

=====

# 3
6 unconnected molecules or ions with the total composition C6H25N2O5 in a non-equilibrium geometry, computed with wB97M-V/def2-TZVPD.

The geometry in ORCA input format:
```
! RIJCOSX wB97M-V def2-TZVPD def2/J DEFGRID3
* xyz 1 1
C 2.57 0.59 -1.76
C 1.77 1.84 -2.13
C 0.94 2.40 -0.98
C -0.18 1.46 -0.61
C -0.81 1.63 0.58
N -1.71 0.67 0.99
C -1.68 0.08 2.33
N 0.58 1.39 -3.17
H 3.06 0.71 -0.81
H 3.16 0.36 -2.69
H 1.79 -0.20 -1.71
H 2.32 2.60 -2.71
H 0.70 3.47 -1.23
H 1.51 2.65 -0.06
H -0.38 0.58 -1.20
H -0.58 2.44 1.27
H -2.01 0.08 0.23
H -1.40 -0.99 2.31
H -1.00 0.67 2.93
H -2.71 0.01 2.67
H -0.22 2.05 -3.22
H 0.14 0.53 -2.83
H 0.99 1.21 -4.08
H -3.21 -2.44 0.87
H -4.14 -1.12 0.70
O -3.31 -1.57 0.47
H -0.79 -1.69 -1.88
H -1.84 -1.05 -2.88
O -1.11 -0.87 -2.28
H 2.21 -2.52 1.27
H 1.97 -3.51 2.31
O 1.48 -2.84 1.82
H -0.58 -2.99 0.85
H -0.88 -4.41 1.25
O -1.23 -3.70 0.70
H 2.83 1.76 2.56
H 2.92 0.43 3.29
O 2.74 1.37 3.44
*
```

Properties
- E (eV) = -19837.767
- maximum force (eV/Å) = 3.39
- energy relative to the best compared isomer or geometry (same formula, charge and spin) (kcal per mole) = 74.8
- HOMO level (eV) = -10.392

=====

# 4
A molecular structure, C6H26B2O3S3Sn in a non-equilibrium geometry, computed with wB97M-V/def2-TZVPD.

The geometry in ORCA input format:
```
! RIJCOSX wB97M-V def2-TZVPD def2/J DEFGRID3
* xyz 0 1
Sn 20.80 4.78 21.36
B 23.45 4.03 23.28
H 22.42 3.55 23.64
H 24.14 3.21 22.79
H 23.25 4.92 22.48
H 23.97 4.49 24.23
B 22.84 4.14 19.20
H 22.78 3.63 20.29
H 23.90 3.90 18.76
H 21.97 3.68 18.54
H 22.75 5.33 19.27
C 21.76 1.03 21.84
S 20.29 1.06 22.92
O 19.88 2.50 22.87
C 19.19 0.30 21.71
H 21.49 1.33 20.83
H 22.27 0.07 21.80
H 22.44 1.76 22.28
H 18.22 0.07 22.16
H 19.60 -0.66 21.39
H 19.05 0.94 20.84
C 16.52 2.94 22.33
S 16.58 4.17 21.02
O 18.04 4.29 20.66
C 15.92 3.25 19.63
H 16.60 1.95 21.86
H 15.53 2.98 22.78
H 17.30 3.09 23.07
H 16.52 2.35 19.49
H 15.92 3.90 18.76
H 14.86 2.98 19.73
C 18.94 5.33 17.55
S 19.45 6.94 18.16
O 19.74 6.72 19.62
C 21.02 7.02 17.32
H 18.51 5.49 16.57
H 18.16 4.95 18.21
H 19.78 4.65 17.64
H 20.86 7.13 16.24
H 21.60 6.10 17.43
H 21.51 7.93 17.63
*
```

Properties
- E (eV) = -52469.155
- maximum force (eV/Å) = 2.02
- energy relative to the best compared isomer or geometry (same formula, charge and spin) (kcal per mole) = 0.0
- HOMO level (eV) = -8.547

=====

# 5
A molecular structure, C6H26CaNO10Zn in a non-equilibrium geometry, computed with wB97M-V/def2-TZVPD.

The geometry in ORCA input format:
```
! RIJCOSX wB97M-V def2-TZVPD def2/J DEFGRID3
* xyz 3 1
Zn 5.15 7.28 7.15
Ca 9.03 11.48 8.15
N 6.74 8.82 8.82
O 6.67 7.68 8.38
O 6.41 9.16 9.96
O 7.14 9.73 8.04
O 3.56 8.30 6.71
H 2.80 7.69 6.65
H 3.40 8.96 6.03
O 4.32 6.63 10.42
H 3.62 6.95 11.01
H 5.02 6.36 11.02
O 5.88 6.85 5.12
H 6.72 7.00 4.68
H 5.31 6.47 4.43
O 4.85 5.52 7.93
H 4.61 5.71 8.83
H 4.42 4.70 7.63
O 8.83 10.43 11.23
H 9.25 9.56 11.37
H 7.88 10.19 11.18
C 5.14 11.67 12.16
C 5.51 12.21 10.82
C 4.63 11.79 9.66
O 5.44 13.66 10.90
H 4.08 11.78 12.28
H 5.53 12.29 12.94
H 5.51 10.64 12.35
H 6.59 12.00 10.66
H 4.54 10.70 9.60
H 5.01 12.10 8.71
H 3.63 12.16 9.86
H 4.53 13.94 10.63
C 9.41 6.51 12.91
C 9.15 5.55 11.73
C 8.08 6.11 10.75
O 10.30 5.52 10.94
H 10.19 6.08 13.54
H 8.61 6.69 13.61
H 9.83 7.41 12.51
H 8.87 4.55 12.10
H 8.39 7.10 10.46
H 7.08 6.10 11.17
H 8.02 5.45 9.85
H 11.08 5.45 11.54
*
```

Properties
- E (eV) = -95436.241
- maximum force (eV/Å) = 5.32
- HOMO level (eV) = -16.668

=====

# 6
6 unconnected molecules or ions with the total composition C6H26N2O5 in a non-equilibrium geometry, computed with wB97M-V/def2-TZVPD.

The geometry in ORCA input format:
```
! RIJCOSX wB97M-V def2-TZVPD def2/J DEFGRID3
* xyz 0 1
C -1.31 1.64 0.62
N 0.02 1.01 0.55
C -0.04 -0.47 0.48
C 0.02 -1.00 -1.00
C -1.40 -1.04 -1.59
C -1.30 -1.69 -3.06
C 1.26 -1.02 1.20
N 1.35 -0.56 2.59
H -1.58 1.54 1.71
H -2.01 1.15 -0.12
H -1.30 2.74 0.48
H 0.52 1.44 -0.25
H -1.02 -0.81 0.98
H 0.66 -0.34 -1.69
H 0.43 -2.06 -0.99
H -1.85 -0.01 -1.72
H -2.07 -1.73 -0.95
H -2.36 -1.90 -3.44
H -0.74 -2.62 -3.15
H -0.83 -0.94 -3.71
H 2.25 -0.73 0.63
H 1.30 -2.17 1.21
H 1.05 -1.29 3.25
H 0.94 0.41 2.72
H 1.09 2.92 2.01
H 1.35 3.55 0.72
O 1.43 3.73 1.66
H 3.66 1.65 1.16
H 3.27 2.58 -0.13
O 3.86 1.84 0.24
H -3.00 -3.99 0.03
H -2.13 -3.64 -1.16
O -2.03 -3.91 -0.22
H 2.45 1.57 -1.80
H 1.56 2.45 -2.51
O 1.86 2.26 -1.68
H -2.87 -0.97 1.11
H -4.20 -0.68 0.27
O -3.56 -1.38 0.44
*
```

Properties
- E (eV) = -19859.780
- structure (SMILES) = CCC[C@@H](CN)NC.O.O.O.O.O
- maximum force (eV/Å) = 3.68
- energy relative to the best compared isomer or geometry (same formula, charge and spin) (kcal per mole) = 62.3
- HOMO level (eV) = -8.592

=====

# 7
7 unconnected molecules or ions with the total composition C6H26N2O6 in a non-equilibrium geometry, computed with wB97M-V/def2-TZVPD.

The geometry in ORCA input format:
```
! RIJCOSX wB97M-V def2-TZVPD def2/J DEFGRID3
* xyz 1 2
C 1.61 -2.67 -0.35
C 0.22 -2.10 -0.12
C -0.09 -1.86 1.36
C -1.52 -1.67 1.61
C -1.81 -1.20 2.89
N -0.02 -0.78 -0.78
C 0.06 -0.77 -2.24
N -0.78 -1.73 -2.90
H 2.38 -2.20 0.26
H 1.56 -3.72 -0.06
H 2.04 -2.63 -1.35
H -0.56 -2.72 -0.52
H 0.43 -2.65 1.94
H 0.42 -1.04 1.91
H -2.26 -1.87 0.85
H -1.06 -1.21 3.67
H -2.78 -0.88 3.23
H 0.61 -0.07 -0.42
H -0.15 0.25 -2.57
H 1.08 -1.00 -2.59
H -0.35 -2.58 -3.22
H -1.62 -1.97 -2.38
H -1.57 2.46 0.13
H -0.38 3.39 -0.07
O -1.05 3.13 0.59
H -2.90 1.09 -0.31
H -1.63 0.10 -0.32
O -2.45 0.38 0.15
H 2.48 1.59 -0.25
H 2.54 1.67 -1.78
O 2.32 2.18 -1.00
H 2.93 0.00 1.83
H 1.52 0.33 1.33
O 2.43 0.19 1.02
H -0.74 0.88 2.15
H 0.19 2.14 2.08
O 0.17 1.18 2.19
H -0.35 2.82 -2.63
H 0.94 3.11 -1.80
O 0.02 3.40 -1.97
*
```

Properties
- E (eV) = -21899.649
- maximum force (eV/Å) = 2.22
- <S²> = 0.755
- energy relative to the best compared isomer or geometry (same formula, charge and spin) (kcal per mole) = 0.0
- HOMO level (spin up / spin down) (eV) = -12.887 / -12.807

=====

# 8
6 unconnected molecules or ions with the total composition C6H26NO6 in a non-equilibrium geometry, computed with wB97M-V/def2-TZVPD.

The geometry in ORCA input format:
```
! RIJCOSX wB97M-V def2-TZVPD def2/J DEFGRID3
* xyz 1 1
C 2.44 0.35 -1.00
O 3.85 0.44 -0.76
C 1.79 0.47 0.37
C 0.50 -0.32 0.47
C 0.23 -0.88 1.87
C 0.30 -2.48 1.85
C -1.21 -0.65 2.38
N 1.39 1.97 0.76
H 2.28 1.06 -1.89
H 2.24 -0.71 -1.25
H 4.15 1.36 -0.88
H 2.46 -0.08 1.05
H 0.64 -1.19 -0.18
H -0.45 -0.01 0.01
H 0.95 -0.48 2.65
H -0.65 -2.57 1.27
H 1.06 -2.85 1.10
H 0.30 -2.99 2.78
H -2.10 -0.57 1.61
H -1.70 -1.37 3.09
H -1.18 0.39 2.74
H 0.51 2.22 0.11
H 1.10 1.85 1.74
H 2.20 2.60 0.47
H -0.62 -3.29 -2.09
H -0.06 -2.51 -0.89
O -0.12 -2.49 -1.86
H -2.58 2.78 -0.04
H -2.55 2.49 -1.47
O -3.17 2.42 -0.73
H 0.02 1.88 -1.88
H -0.19 3.33 -1.86
O 0.44 2.71 -1.45
H -0.65 0.07 -2.85
H -1.81 0.28 -1.97
O -0.97 0.71 -2.18
H -3.44 -0.66 -0.48
H -2.76 -2.09 -0.11
O -2.64 -1.22 -0.50
*
```

Properties
- E (eV) = -20410.743
- maximum force (eV/Å) = 3.78
- energy relative to the best compared isomer or geometry (same formula, charge and spin) (kcal per mole) = 84.8
- HOMO level (eV) = -13.975

=====

# 9
7 unconnected molecules or ions with the total composition C6H26NO6S in a non-equilibrium geometry, computed with wB97M-V/def2-TZVPD.

The geometry in ORCA input format:
```
! RIJCOSX wB97M-V def2-TZVPD def2/J DEFGRID3
* xyz -1 1
C -0.78 -1.61 0.08
N -0.50 -0.36 0.75
C 0.76 -0.21 1.45
C 1.07 1.28 1.73
S 0.78 2.41 0.35
C 0.92 -0.97 2.77
C -0.75 -1.51 -1.46
C -1.71 -0.50 -2.01
H -1.85 -1.85 0.38
H -0.20 -2.40 0.54
H -0.80 0.43 0.20
H 1.62 -0.55 0.83
H 2.14 1.44 1.91
H 0.53 1.53 2.65
H 0.52 -2.01 2.56
H 1.98 -1.12 2.97
H 0.36 -0.38 3.50
H 0.25 -1.26 -1.79
H -0.80 -2.53 -1.84
H -1.45 0.55 -1.81
H -2.67 -0.76 -1.54
H -1.88 -0.65 -3.09
H -2.25 2.69 0.77
H -2.20 1.41 0.04
O -2.75 2.21 0.08
H 3.22 -3.00 -2.36
H 3.26 -2.36 -3.73
O 3.29 -3.21 -3.28
H -4.34 0.22 0.26
H -4.61 0.87 1.54
O -4.80 0.04 1.09
H -0.94 2.36 3.13
H -1.13 3.58 2.28
O -1.37 3.22 3.14
H 2.08 1.71 -1.78
H 2.34 2.04 -3.24
O 2.79 1.67 -2.48
H 2.86 -1.24 -1.00
H 3.51 -0.11 -1.89
O 3.52 -1.06 -1.67
*
```

Properties
- E (eV) = -31255.757
- maximum force (eV/Å) = 2.08
- energy relative to the best compared isomer or geometry (same formula, charge and spin) (kcal per mole) = 0.0
- HOMO level (eV) = -3.963

=====

# 10
A molecular structure, C6H26NO7 in a non-equilibrium geometry, computed with wB97M-V/def2-TZVPD.

The geometry in ORCA input format:
```
! RIJCOSX wB97M-V def2-TZVPD def2/J DEFGRID3
* xyz -1 1
C 0.76 0.99 -3.17
C 0.94 2.01 -2.07
N -0.02 1.69 -0.98
C -0.58 2.92 -0.32
C -2.10 2.97 -0.39
C 0.66 0.88 0.06
C -0.42 0.27 1.03
O 0.14 -0.50 2.02
H -0.15 1.10 -3.78
H 1.61 0.90 -3.84
H 0.58 -0.03 -2.83
H 0.89 3.05 -2.35
H 1.96 1.99 -1.61
H -0.14 2.99 0.68
H -0.22 3.79 -0.89
H -2.41 3.31 -1.36
H -2.56 3.41 0.51
H -2.33 1.89 -0.28
H 1.43 1.29 0.73
H 1.14 0.00 -0.38
H -1.01 1.14 1.39
H -0.98 -0.38 0.34
H -1.31 0.29 4.22
H -0.61 1.03 3.05
O -1.23 1.15 3.80
H 3.03 -0.55 1.60
H 1.25 -1.03 1.65
O 2.38 -1.24 1.41
H -2.45 -3.44 -2.33
H -1.90 -2.07 -1.92
O -2.73 -2.56 -2.04
H 1.66 -2.49 2.69
H 0.47 -3.05 3.58
O 1.00 -3.21 2.80
H 1.58 -3.54 -0.68
H 1.86 -2.14 -0.08
O 1.54 -2.60 -0.90
H -0.61 -3.85 0.86
H -0.19 -2.87 -0.21
O -0.92 -3.51 0.01
*
```

Properties
- E (eV) = -22466.757
- maximum force (eV/Å) = 2.59
- energy relative to the best compared isomer or geometry (same formula, charge and spin) (kcal per mole) = 55.2
- HOMO level (eV) = -4.781

=====

# 11
8 unconnected molecules or ions with the total composition C6H26NO7 in a non-equilibrium geometry, computed with wB97M-V/def2-TZVPD.

The geometry in ORCA input format:
```
! RIJCOSX wB97M-V def2-TZVPD def2/J DEFGRID3
* xyz 1 1
C -2.12 -0.80 -2.26
C -0.73 -0.81 -1.71
C 0.07 -2.14 -1.50
C 0.20 -2.65 0.00
C -0.38 -3.79 0.28
C 0.99 -1.77 2.04
N 0.73 -1.66 0.80
H -2.10 -1.24 -3.22
H -2.87 -1.36 -1.66
H -2.28 0.27 -2.36
H -0.01 -0.09 -2.28
H -0.89 -0.26 -0.76
H -0.47 -2.93 -2.02
H 1.10 -2.02 -1.89
H -0.59 -4.24 1.28
H -0.88 -4.42 -0.49
H 1.38 -0.78 2.47
H 0.81 -2.66 2.64
H 1.05 -0.69 0.33
H -0.09 -0.42 4.44
H -1.01 -0.25 3.27
O -0.59 -0.90 3.81
H -3.56 1.82 3.34
H -2.09 2.20 3.15
O -2.64 1.58 3.50
H 3.42 -0.26 -0.62
H 2.09 0.70 -1.04
O 2.43 -0.17 -0.79
H -0.38 5.09 -1.56
H 0.64 5.27 -0.46
O 0.32 4.64 -1.06
H 1.17 2.28 1.93
H 1.86 1.21 1.07
O 1.31 1.30 1.84
H -1.34 1.75 -3.59
H -0.73 0.63 -4.58
O -0.51 1.39 -3.91
H 0.47 1.75 -1.77
H 1.16 3.06 -1.10
O 1.02 2.03 -1.06
*
```

Properties
- E (eV) = -22458.261
- maximum force (eV/Å) = 5.10
- energy relative to the best compared isomer or geometry (same formula, charge and spin) (kcal per mole) = 50.2
- HOMO level (eV) = -12.964

=====

# 12
7 unconnected molecules or ions with the total composition C6H26O7 in a non-equilibrium geometry, computed with wB97M-V/def2-TZVPD.

The geometry in ORCA input format:
```
! RIJCOSX wB97M-V def2-TZVPD def2/J DEFGRID3
* xyz 0 1
C 0.24 0.15 -0.10
O -1.04 0.69 0.16
H 0.10 -0.57 -0.91
H 0.94 0.84 -0.57
H 0.54 -0.39 0.79
H -1.38 0.54 -0.72
C -3.84 -0.10 -2.71
O -2.48 -0.17 -2.36
H -4.27 0.65 -2.06
H -3.92 0.29 -3.72
H -4.47 -0.97 -2.51
H -2.34 -1.12 -2.26
C -1.48 -3.28 -0.75
O -1.12 -2.52 -1.93
H -0.98 -4.25 -0.80
H -1.06 -2.66 0.04
H -2.54 -3.49 -0.62
H -0.27 -2.76 -2.31
C -2.58 1.85 2.89
O -1.23 1.91 2.66
H -2.96 2.80 3.28
H -3.21 1.67 2.02
H -2.81 1.10 3.64
H -0.96 1.39 1.90
C 2.12 3.37 0.79
O 1.62 4.74 0.63
H 2.29 2.90 -0.18
H 3.04 3.53 1.35
H 1.43 2.64 1.21
H 1.20 4.99 1.45
C 3.27 -2.42 0.73
O 3.35 -2.22 2.07
H 3.91 -3.21 0.34
H 2.26 -2.60 0.36
H 3.54 -1.54 0.16
H 4.07 -2.82 2.28
O 3.72 0.01 -1.62
H 3.95 0.16 -0.70
H 3.36 0.84 -1.91
*
```

Properties
- E (eV) = -20972.328
- structure (SMILES) = CO.CO.CO.CO.CO.CO.O
- maximum force (eV/Å) = 3.38
- energy relative to the best compared isomer or geometry (same formula, charge and spin) (kcal per mole) = 115.0
- HOMO level (eV) = -9.580

=====

E of number 11 (C6H26NO7)? -22458.261 eV

=====

Copy entry 5 word for word.
A molecular structure, C6H26CaNO10Zn in a non-equilibrium geometry, computed with wB97M-V/def2-TZVPD.

The geometry in ORCA input format:
```
! RIJCOSX wB97M-V def2-TZVPD def2/J DEFGRID3
* xyz 3 1
Zn 5.15 7.28 7.15
Ca 9.03 11.48 8.15
N 6.74 8.82 8.82
O 6.67 7.68 8.38
O 6.41 9.16 9.96
O 7.14 9.73 8.04
O 3.56 8.30 6.71
H 2.80 7.69 6.65
H 3.40 8.96 6.03
O 4.32 6.63 10.42
H 3.62 6.95 11.01
H 5.02 6.36 11.02
O 5.88 6.85 5.12
H 6.72 7.00 4.68
H 5.31 6.47 4.43
O 4.85 5.52 7.93
H 4.61 5.71 8.83
H 4.42 4.70 7.63
O 8.83 10.43 11.23
H 9.25 9.56 11.37
H 7.88 10.19 11.18
C 5.14 11.67 12.16
C 5.51 12.21 10.82
C 4.63 11.79 9.66
O 5.44 13.66 10.90
H 4.08 11.78 12.28
H 5.53 12.29 12.94
H 5.51 10.64 12.35
H 6.59 12.00 10.66
H 4.54 10.70 9.60
H 5.01 12.10 8.71
H 3.63 12.16 9.86
H 4.53 13.94 10.63
C 9.41 6.51 12.91
C 9.15 5.55 11.73
C 8.08 6.11 10.75
O 10.30 5.52 10.94
H 10.19 6.08 13.54
H 8.61 6.69 13.61
H 9.83 7.41 12.51
H 8.87 4.55 12.10
H 8.39 7.10 10.46
H 7.08 6.10 11.17
H 8.02 5.45 9.85
H 11.08 5.45 11.54
*
```

Properties
- E (eV) = -95436.241
- maximum force (eV/Å) = 5.32
- HOMO level (eV) = -16.668

=====

Which of these has the highest E? C6H25N2O5